Record 1
Computed, not measured: a structure of composition C18H17ClMnN2O3S3Se2Te2, with wB97M-V/def2-TZVPD.

## Properties
- expectation value of S² = 6.36
- multiplicity = 5
- gap between HOMO and LUMO (spin up / spin down) (eV) = 6.6 / 5.5
- net charge = -1
- LUMO energy (spin up / spin down) (eV) = 2.167 / 1.018

XYZ file:
```
49
Properties=species:S:1:pos:R:3:forces:R:3
Mn -1.14085 0.51336 1.03303 0.090 0.178 -0.275
Se 1.74208 1.78926 -2.53638 0.021 0.019 0.054
Te 1.65697 1.47592 -0.17118 -0.188 -0.082 -0.037
Te -2.73558 3.72449 -0.09788 0.028 0.097 -0.069
Se -3.49642 1.56571 0.87714 0.556 -0.318 0.002
Cl 2.11426 2.31863 5.50164 -0.020 -0.009 -0.016
C 0.67426 1.53197 4.80125 -0.014 0.020 0.019
C 0.71246 1.36196 3.28202 0.113 0.131 -0.059
O 1.55010 1.95550 2.60009 -0.023 -0.055 0.056
O -0.21600 0.59644 2.87922 -0.169 -0.139 -0.257
H -0.18731 2.14945 5.04683 -0.003 -0.024 0.007
H 0.55474 0.56204 5.27297 0.012 -0.010 -0.006
C 1.37218 4.71053 0.36920 0.051 -0.011 -0.035
N 0.17660 4.43350 -0.41938 -0.118 0.012 0.147
C -0.37291 5.59585 -1.08195 0.016 0.006 -0.043
C -0.62617 3.38205 -0.09200 -0.131 0.097 -0.059
N -0.20954 2.21787 0.25796 -0.141 -0.392 0.327
H 2.26481 4.73000 -0.26008 0.008 -0.018 0.007
H 1.49903 3.96868 1.15448 -0.012 -0.013 0.012
H 1.25552 5.68728 0.85026 -0.006 0.000 -0.026
H 0.43612 6.11072 -1.60131 -0.005 -0.004 -0.004
H -0.83416 6.29660 -0.37460 -0.002 -0.013 0.006
H -1.10808 5.29485 -1.82649 0.008 0.004 -0.004
O -1.22207 -1.36732 0.64608 0.045 0.560 0.312
C -1.84510 -2.08254 -0.36194 -0.115 -0.030 -0.085
C -3.35085 -2.08681 -0.15991 0.000 -0.016 -0.010
C -4.35914 -2.19759 -1.06763 0.001 0.010 0.002
C -5.64679 -2.20783 -0.45980 0.014 0.009 0.005
C -5.57568 -2.10533 0.89515 -0.006 -0.021 -0.009
S -3.95773 -1.99514 1.44197 -0.012 0.019 0.022
C -1.50364 -1.52653 -1.74239 0.034 -0.009 -0.002
C -0.78443 -2.11327 -2.73990 -0.015 0.001 -0.007
C -0.59634 -1.26494 -3.86806 -0.042 0.006 0.000
C -1.17798 -0.04872 -3.69800 0.045 -0.008 0.008
S -1.95414 0.08214 -2.17893 -0.049 -0.013 -0.012
C -1.34080 -3.51758 -0.28156 0.011 0.018 0.024
C -1.87838 -4.67358 -0.76024 -0.007 0.005 -0.005
C -1.04362 -5.80235 -0.53018 0.002 0.013 0.010
C 0.10513 -5.46656 0.12148 -0.005 -0.006 -0.010
S 0.17579 -3.79174 0.46644 0.011 -0.007 0.018
H -4.18429 -2.24212 -2.13372 0.002 0.001 -0.005
H -6.57631 -2.26340 -1.00864 -0.003 0.001 -0.002
H -6.39231 -2.05726 1.59741 -0.003 -0.003 0.002
H -0.39665 -3.11912 -2.66635 0.002 -0.004 0.001
H -0.04325 -1.54695 -4.75264 0.002 0.000 -0.003
H -1.17689 0.79065 -4.37436 0.013 0.004 0.004
H -2.83976 -4.70996 -1.25359 -0.002 0.000 -0.002
H -1.29441 -6.81243 -0.82306 -0.001 -0.002 -0.001
H 0.89881 -6.12437 0.43813 0.004 -0.003 -0.001
```
Positions in Å, forces in eV/Å.



Record 2
Computed, not measured: the ion C4H5N2 with charge +1, with wB97M-V/def2-TZVPD.

## Properties
- SMILES string = C#[N+]N=C1CC1
- gap between HOMO and LUMO (eV) = 10.2
- net charge = +1
- LUMO energy (eV) = -5.585

XYZ file:
```
11
Properties=species:S:1:pos:R:3:forces:R:3
C -2.26525 1.01655 0.13979 -2.005 0.386 -0.573
N -1.83395 -0.02422 -0.04315 -0.451 2.796 0.368
N -1.09245 -0.99760 -0.10917 1.790 -5.163 0.142
C 0.14875 -0.75774 0.10954 -0.665 0.356 -0.104
C 0.83692 0.44557 -0.06972 2.040 -0.114 2.072
C 1.58718 -0.95761 0.05479 -3.767 0.713 -3.710
H -3.10146 1.68282 0.05961 0.147 0.573 0.308
H 0.69160 0.80511 -1.01123 -0.338 1.444 -2.508
H 1.10831 1.13903 0.70808 0.028 0.120 0.105
H 1.97175 -1.44770 -0.80610 0.726 -0.472 -0.166
H 1.94860 -0.90421 0.96756 2.495 -0.639 4.066
```
Positions in Å, forces in eV/Å.



Record 3
Computed, not measured: the ion C2H7N4O with charge +1, with wB97M-V/def2-TZVPD.

## Properties
- SMILES string = [H]/N=C(/N)[N@+]1(C)NO1
- gap between HOMO and LUMO (eV) = 11.8
- net charge = +1
- LUMO energy (eV) = -3.507

XYZ file:
```
14
Properties=species:S:1:pos:R:3:forces:R:3
H 1.62704 0.31967 -2.15436 -0.522 -0.215 -1.223
N 1.65469 0.56711 -1.20748 1.282 0.560 -0.163
C 1.01226 0.36034 -0.21550 -2.519 -0.400 -0.078
N 1.37127 0.32808 1.05264 1.617 1.093 1.447
N -0.58808 -0.00857 -0.21630 1.395 0.560 0.665
C -0.97799 -1.17241 0.50607 -0.159 -1.053 3.742
N -1.51166 0.53402 -1.07050 -0.806 0.297 -5.187
O -1.35839 1.11447 0.13632 0.383 2.029 2.757
H 2.38178 0.65875 0.93024 -1.623 -0.557 1.857
H 0.72884 0.50187 1.89169 1.705 0.011 -1.853
H -0.07288 -1.53117 1.13783 -1.752 0.442 -1.286
H -1.87818 -0.96632 1.20270 1.594 0.051 -1.114
H -1.33459 -1.89010 -0.16271 -0.159 -1.338 -1.169
H -1.05410 1.18426 -1.83063 -0.436 -1.481 1.605
```
Positions in Å, forces in eV/Å.



> net charge of number 3 (C2H7N4O)?

+1



> Among the records above, which one has the lowest net charge?

C18H17ClMnN2O3S3Se2Te2